ORCA calculation (ωB97M-V/def2-TZVPD) on the ion C5H10NS with charge +1 in a non-equilibrium geometry.

The geometry in XYZ format:
```
17
Properties=species:S:1:pos:R:3:forces:R:3:lowdin_charge:R:1
C 0.7752 0.4613 0.7280 0.158 0.575 2.556 -0.24
C -0.0732 -0.7615 0.4787 0.148 -1.945 -0.624 -0.21
C -2.2697 0.6755 -0.0471 -0.948 1.213 -1.655 -0.06
C 1.8529 0.6873 -0.3361 -0.470 -1.840 -1.723 -0.45
C -1.3435 -0.4101 -0.1082 3.890 0.970 -0.340 -0.37
N -2.4654 -0.6594 -0.6701 -2.284 -1.223 -0.664 0.08
S 3.3082 -0.3465 -0.1454 0.220 -0.849 -0.081 1.13
H 0.0898 1.3406 0.8148 0.793 -0.434 -0.473 0.14
H 1.1755 0.3617 1.8181 -0.049 0.329 -1.987 0.15
H 0.4705 -1.6305 -0.0576 -0.720 1.236 0.755 0.14
H -0.3548 -1.1073 1.4467 0.426 -1.021 1.355 0.10
H -2.8826 0.7297 0.8534 0.013 0.916 -0.260 0.11
H -2.0651 1.5480 -0.7884 -0.922 -1.277 1.640 0.14
H 1.5072 0.2044 -1.3057 -0.224 1.385 0.841 0.11
H 2.2525 1.6757 -0.4778 -0.007 0.541 0.134 0.09
H 2.9393 -1.4630 -0.9125 0.175 0.912 0.768 0.00
H -2.9168 -1.3060 -1.2910 -0.198 0.513 -0.243 0.14
```
Forces are in eV/Å.

Calculated values
ΔE to the lowest compared entry with this formula, charge and spin in kJ/mol: 315.0
Total charge: +1
Multiplicity: 3
HOMO-LUMO gap (spin up / spin down) in eV: 4.4 / 4.4
Highest occupied orbital energy (spin up / spin down) in eV: -8.65 / -13.37
⟨S²⟩: 2.01